Entry from the Open Molecules 2025 dataset: one molecule with the formula C27H27N3O5 (ωB97M-V/def2-TZVPD).

Calculated values
total charge	0
energy above the lowest of the compared OMol25 structures with the same formula, charge and spin	0.300	eV
SMILES	COc1ccc(CCN2C(=O)N(c3ccc(OC)cc3)C(=O)[C@H]2CC(=O)Nc2ccccc2)cc1

Each line ends with the natural charge from an NBO analysis.
Positions of all 62 atoms, in Å:
C 1.00766 3.51160 -1.02766  -0.21
C -3.28699 1.18516 -0.21163  0.38
C -2.94738 2.05410 0.82576  -0.27
H -2.87520 -2.57676 1.93225  0.22
C -3.19079 -4.95075 1.03754  -0.25
C -0.48896 -3.02026 -0.43633  -0.26
C -1.57822 -3.32854 0.38117  0.30
H 3.22321 3.14495 1.31494  0.22
H 3.25757 1.41609 -0.34995  0.41
H -0.51783 4.87604 -1.69453  0.23
H -5.09823 -1.50517 -0.38276  0.20
O 0.56119 0.75531 -1.69864  -0.62
H -3.39787 1.90478 1.79400  0.23
C 3.81400 -1.88012 -2.25373  -0.20
C 3.96456 -3.03209 -1.49933  -0.24
H 0.67139 3.35887 1.63945  0.23
N 0.24730 0.44596 0.58411  -0.53
C 1.16465 2.45525 1.27350  -0.13
C 3.94847 -2.95123 -0.11764  -0.18
C 3.18390 0.99313 1.63689  0.67
O -4.15309 0.18508 0.10701  -0.51
C -0.33317 4.25064 -0.81955  -0.44
H -1.77724 3.71643 1.44158  0.21
C 0.62543 1.15143 -0.56388  0.85
C -0.36036 -0.83313 0.52698  0.15
C -1.44414 3.25249 -0.62803  -0.07
H -1.40697 2.55861 -2.65143  0.22
C 3.62996 -0.57854 -0.23941  0.22
C 3.78541 -1.73377 0.51863  -0.28
H -0.26835 4.90284 0.05338  0.21
N 1.13294 2.35957 -0.16353  -0.49
C -2.04028 -2.37439 1.28130  -0.31
H -0.13195 -3.77098 -1.12281  0.22
C 3.64667 -0.65890 -1.63022  -0.27
H 0.96104 -1.56310 -0.99904  0.23
H -3.53161 -1.29365 -1.20683  0.19
C 2.60885 2.39848 1.82122  -0.48
H 4.09181 -3.98651 -1.98746  0.21
H 2.58814 2.60691 2.89073  0.25
H -1.80093 -0.39901 2.04818  0.24
C -2.73875 1.39521 -1.47184  -0.32
C -1.43526 -1.13212 1.34913  -0.21
H -2.99066 0.75703 -2.30293  0.23
H 3.76810 -1.67460 1.59348  0.26
H -3.43636 -5.97071 0.74585  0.20
H 1.06299 3.12518 -2.04759  0.23
H 4.06263 -3.84499 0.47708  0.21
H -2.91797 -4.93329 2.09728  0.18
C -4.44098 -0.78599 -0.86918  -0.26
H 3.81979 -1.93140 -3.33229  0.22
C 0.41413 1.19858 1.72076  0.71
H 1.84861 4.18882 -0.85402  0.20
O 3.37595 0.25061 2.56995  -0.58
C -2.03388 3.06506 0.61768  -0.20
O 0.08013 0.92131 2.83866  -0.55
H -4.06308 -4.30900 0.87592  0.17
H -4.96070 -0.35158 -1.72939  0.18
C -1.83438 2.42282 -1.66936  -0.17
N 3.41557 0.68492 0.33074  -0.64
C 0.12099 -1.78753 -0.36304  -0.14
O -2.11039 -4.57124 0.21961  -0.49
H 3.50892 0.23607 -2.22070  0.21

Entry from the Open Molecules 2025 dataset: one molecule with the formula C27H27N5O2 (ωB97M-V/def2-TZVPD).

Calculated values
total charge	0
energy above the lowest of the compared OMol25 structures with the same formula, charge and spin	0.000	eV
SMILES	Cc1nc2cc(N3CCCCC3)c(NC(=O)c3cccnc3)cc2c(=O)n1Cc1ccccc1

Each line ends with the natural charge from an NBO analysis.
Positions of all 61 atoms, in Å:
H 2.46493 -4.26952 -0.19832  0.24
C -2.33290 2.79349 3.04534  0.07
C 0.29363 2.35082 3.53350  -0.26
C 1.11559 -0.22460 -0.70426  0.17
C -0.49123 2.44252 -4.76865  -0.41
H 3.62716 -3.06423 -0.79048  0.25
H 1.64571 4.39628 -3.23389  0.19
C 0.05365 -0.23455 0.21220  -0.16
C 0.95197 -5.95946 1.44656  -0.21
C 1.21712 0.82378 -1.62062  -0.28
C -1.41819 3.05976 2.02782  -0.18
H -1.63845 2.76719 -2.98947  0.21
N 0.39345 2.94238 -2.51247  -0.48
C -0.06778 2.85012 2.29523  -0.14
C -0.71582 3.15125 -3.42748  -0.22
C 0.31916 1.87848 -1.61557  0.26
H -0.43589 1.36490 -4.59690  0.20
H 2.01938 0.77467 -2.33711  0.23
C -0.83590 0.84007 0.24937  -0.18
H 0.73588 3.99797 -5.60728  0.19
C 1.66907 3.30776 -3.09435  -0.21
C -1.00543 -5.82392 -0.50248  -0.22
C 0.37372 -4.73436 1.14012  -0.06
H 0.97346 2.41618 -6.35782  0.21
H 2.08408 1.57793 -4.33396  0.20
C -0.08452 -1.34297 1.13636  0.65
C -0.61233 -4.67690 0.16282  -0.16
H -1.77167 -5.76726 -1.26124  0.22
H 1.71656 -6.01480 2.20876  0.21
H 0.68131 3.07947 1.55011  0.22
C 0.79055 -3.48648 1.87362  -0.26
O -2.60081 4.62673 0.69938  -0.58
H 1.32935 2.17083 3.77683  0.22
H -1.07689 -3.73030 -0.07265  0.21
H -3.38908 2.96669 2.88806  0.21
C -0.67317 1.91933 -0.59312  0.08
C 1.96154 2.65585 -4.44993  -0.42
H -1.63053 0.81527 0.97821  0.25
H 1.73239 -3.64560 2.40499  0.21
H -0.82026 4.22935 -3.60277  0.19
N 0.90226 -2.33049 1.00004  -0.43
C 0.55305 -7.10791 0.78573  -0.20
C 0.80578 2.92586 -5.40748  -0.40
N 2.03173 -1.23872 -0.74118  -0.50
C 1.90535 -2.22411 0.07442  0.49
C 2.93066 -3.30751 0.00582  -0.67
H -0.47449 1.69981 5.44064  0.19
O -0.95574 -1.44773 1.97968  -0.62
H 3.47625 -3.38154 0.94528  0.22
N -1.44330 3.07503 -0.41860  -0.61
C -1.88433 3.64646 0.74111  0.67
H -1.61270 3.65217 -1.23120  0.42
C -0.70731 2.09395 4.46026  0.05
H -1.34038 2.64130 -5.42422  0.21
C -0.42335 -7.04175 -0.19335  -0.22
N -1.98755 2.31926 4.22591  -0.41
H 0.01533 -3.22279 2.60455  0.27
H 2.45619 3.07694 -2.37479  0.21
H 1.00830 -8.05522 1.03398  0.21
H -0.73192 -7.93710 -0.71187  0.22
H 2.89316 3.06170 -4.84723  0.21

Entry from the Open Molecules 2025 dataset: C27H27N5O4PtS2 as an isolated structure (ωB97M-V/def2-TZVPD).

Calculated values
total charge	-2
<S²>	2.0081
2S+1	3
energy	-2535.64411	Eh

Each line ends with the Löwdin spin population.
Positions of all 66 atoms, in Å:
H -6.32431 2.55815 2.31918  0.00
H 0.61528 2.05510 -0.04689  0.00
H -6.70591 1.36276 3.56734  0.00
N -1.71141 0.95052 0.50477  0.08
N -0.03975 -2.64762 -5.38973  0.01
C 0.88296 -3.11723 -3.02627  0.01
O 0.54708 -1.65313 4.78929  0.00
H -0.32444 1.95890 -1.52562  0.00
C 2.66618 1.62074 2.99017  0.00
C -0.99940 4.65407 1.23411  0.00
C -1.49143 2.36630 0.24058  0.01
C 0.28331 4.76812 0.40748  0.00
O -0.36599 -1.69749 2.76571  0.04
C -5.88935 1.87631 3.05530  0.00
C 0.10921 3.98627 -0.89758  0.00
H -1.15385 4.07984 -2.65403  0.00
H 1.03071 4.05100 -1.48614  0.00
C -2.88183 0.52430 1.10719  0.01
H 0.50060 5.82042 0.18645  0.00
H 1.22362 -0.99527 5.36612  0.00
C -4.54749 -2.84189 1.87254  0.00
C 0.73118 -2.22128 -1.96619  0.03
C 2.14868 0.75293 3.91509  0.00
H -6.04983 -0.84907 3.02069  0.00
H -2.15152 3.09575 2.18701  0.00
C -0.20713 2.51953 -0.59604  0.00
C -4.32729 -1.35082 1.81823  0.00
C -2.62293 2.99742 -0.60011  0.00
C 1.54216 -4.37024 -2.89390  0.00
H 3.32883 2.46092 3.12438  0.00
C -2.17348 5.23871 0.43874  0.00
H -3.66074 -3.32657 2.28629  0.00
Pt -0.08735 -0.49933 0.32640  1.31
C -2.33275 4.47667 -0.88350  0.00
C -1.27867 3.17920 1.54059  0.00
C -1.04290 4.60029 -1.69723  0.00
H -3.16316 4.90797 -1.45227  0.00
N 2.06153 -5.40077 -2.83511  0.00
C -4.95638 0.89149 2.39168  0.00
H -2.62847 -1.55736 0.58465  0.00
H -0.83153 5.65510 -1.91440  0.00
C 0.43877 -1.25470 3.56678  0.00
H -4.71034 -3.25169 0.87283  0.00
H -5.41092 -3.08952 2.49365  0.00
C 0.36404 -2.83433 -4.32290  0.01
N 2.20663 1.23812 1.78669  0.01
H -3.69759 2.44813 1.72847  0.00
H -3.09438 5.15939 1.02726  0.00
C -3.24102 -0.85660 1.13098  0.01
C -3.83678 1.37646 1.71971  0.01
H -0.43774 2.73091 2.08324  0.00
H -0.88116 5.20667 2.17162  0.00
S 1.35221 -2.48683 -0.39638  0.11
H -3.58305 2.90156 -0.09467  0.00
H -1.99767 6.30246 0.23642  0.00
C -5.19534 -0.46839 2.46701  0.01
C 1.34739 -0.13935 3.14918  0.01
O 2.04017 -0.14218 6.11679  0.00
C 2.47653 0.81463 5.39121  0.00
S -0.13428 -0.73428 -2.16491  0.26
N 1.43079 0.16035 1.85463  0.08
O 3.14483 1.77695 5.77175  0.00
H -5.35597 2.48217 3.79263  0.00
H 1.12752 4.36753 0.98124  0.00
H 2.42584 1.62619 0.88897  0.00
H -2.69801 2.43535 -1.53698  0.00

Question: Which value of total charge does entry 2 give?
Answer: 0

Question: Which formula does entry 3 have?
Answer: C27H27N5O4PtS2

Question: Among the records above, which one has the lowest total charge?
Answer: C27H27N5O4PtS2